Here is a structure of composition C41H45F6N5SSb2SiZr at a distorted geometry from the OMol25 dataset. Energies are from ωB97M-V/def2-TZVPD.

Properties
HOMO: -13.3 eV
Charge: +2
Maximum force: 1.493 eV Å⁻¹

Cartesian coordinates (Å):
Zr 0.44 0.37 0.62
C -2.47 2.95 1.66
Si -2.44 1.31 2.51
C -4.11 0.52 2.26
C -2.02 1.62 4.29
N -1.20 0.16 1.83
C -1.42 -1.20 2.15
C -2.07 -1.71 3.29
C -2.09 -3.08 3.54
C -1.48 -3.99 2.70
C -0.85 -3.53 1.55
C -0.89 -2.19 1.34
F -0.23 -1.65 0.18
H -3.38 3.44 2.02
H -2.54 2.90 0.57
H -1.63 3.60 1.93
H -4.80 1.27 1.87
H -4.53 0.15 3.20
H -4.07 -0.31 1.56
H -1.57 2.61 4.40
H -1.33 0.89 4.70
H -2.92 1.61 4.91
H -2.53 -1.03 3.99
H -2.60 -3.43 4.43
H -1.49 -5.05 2.92
H -0.37 -4.20 0.84
C 4.45 -0.06 0.00
C 4.70 0.03 -1.52
C 3.70 0.90 -2.30
Sb 1.61 0.39 -2.15
C 0.88 1.32 -3.91
C 1.65 2.25 -4.61
C 1.20 2.77 -5.82
C -0.03 2.36 -6.33
C -0.80 1.44 -5.64
C -0.35 0.92 -4.43
C 1.64 -1.55 -3.02
C 0.57 -2.42 -2.82
C 0.53 -3.64 -3.49
C 1.56 -3.99 -4.36
C 2.62 -3.12 -4.57
C 2.66 -1.90 -3.90
Sb 2.92 -1.53 0.34
C 2.77 -2.02 2.40
C 3.51 -3.03 3.02
C 3.19 -3.44 4.30
C 2.13 -2.87 4.98
C 1.36 -1.88 4.38
C 1.69 -1.48 3.09
C 4.03 -3.14 -0.43
C 3.47 -4.02 -1.35
C 4.26 -5.03 -1.88
C 5.58 -5.16 -1.50
C 6.13 -4.28 -0.57
C 5.36 -3.26 -0.03
H 4.16 0.91 0.41
H 5.34 -0.39 0.53
H 4.74 -0.96 -1.96
H 5.69 0.47 -1.68
H 3.92 0.87 -3.36
H 3.76 1.95 -1.98
H 2.61 2.59 -4.22
H 1.80 3.48 -6.36
H -0.37 2.76 -7.28
H -1.75 1.11 -6.05
H -0.96 0.19 -3.91
H -0.25 -2.16 -2.17
H -0.30 -4.31 -3.34
H 1.52 -4.93 -4.89
H 3.41 -3.38 -5.26
H 3.49 -1.23 -4.09
H 4.33 -3.50 2.49
H 3.78 -4.22 4.78
H 1.88 -3.20 5.99
H 0.52 -1.43 4.90
H 1.06 -0.71 2.64
H 2.44 -3.92 -1.66
H 3.83 -5.72 -2.60
H 6.19 -5.95 -1.91
H 7.17 -4.39 -0.26
H 5.80 -2.59 0.69
C -1.62 5.50 -3.16
C -2.08 4.15 -2.76
N -3.27 3.66 -2.91
N -3.19 2.42 -2.36
C -2.00 2.11 -1.88
S -1.65 0.60 -1.16
N -1.27 3.22 -2.12
N 0.09 3.35 -1.81
H -2.38 5.95 -3.79
H -0.68 5.45 -3.72
H -1.47 6.13 -2.29
H -4.00 1.82 -2.35
H 0.21 4.14 -1.17
H 0.61 3.50 -2.66
F 0.11 2.41 0.65
C 1.45 3.19 1.02
F 2.24 2.60 0.04
C 1.81 2.38 2.29
F 2.68 2.92 3.07
F 2.32 1.06 1.90
F 0.73 2.03 3.01


Here is an isolated molecule of C3H7N3O2 at a distorted geometry from the OMol25 dataset. Energies are from ωB97M-V/def2-TZVPD.

Properties
HOMO: -9.1 eV
Charge: 0
Maximum force: 10.222 eV Å⁻¹

Cartesian coordinates (Å):
C 0.79 -0.46 -2.23
C -0.98 -1.23 -1.13
C 0.11 1.04 1.49
H 1.76 -1.05 -1.74
H 1.23 -0.18 -3.22
H 0.54 0.48 -1.36
H -1.75 -2.19 -1.25
H 2.01 0.19 0.97
H 1.74 0.94 2.80
H -1.68 0.84 2.16
N -1.08 -0.50 0.02
N 1.53 1.06 1.70
N -0.78 1.26 2.36
O -0.16 -1.39 -2.02
O 0.03 0.40 0.06


no.,Kohn-Sham gap (eV)
1,7.22
2,9.61